Here is a structure of composition C3H5NO from OMol25. Energies are from the ωB97M-V functional and the def2-TZVPD basis.

Kohn-Sham gap in eV: 8.7
F_max in Eh/bohr: 0.0150
HOMO energy in eV: -8.782
Charge: 0
Relative energy (zero: lowest compared OMol25 entry of this formula, charge and spin) in kcal per mole: 98.0
Electronic energy in eV: -6725.3220

Structure (XYZ):
```
10
Properties=species:S:1:pos:R:3:forces:R:3
O -1.850 -0.701 1.016 0.657 0.352 -0.190
C -0.815 -0.194 0.705 -0.616 -0.328 0.229
C 0.677 -0.628 0.840 0.052 -0.144 0.070
N 0.865 0.626 0.097 -0.087 0.317 -0.062
C -0.360 1.122 -0.027 0.388 -0.175 0.228
H 1.087 -0.606 1.857 -0.082 -0.050 -0.170
H 0.979 -1.541 0.315 -0.072 0.183 0.063
H 1.726 1.054 -0.222 -0.142 -0.066 0.066
H -1.118 0.731 -2.066 -0.066 -0.114 -0.189
H -1.191 0.137 -2.515 -0.032 0.024 -0.044
```
Forces are in eV/Å.

Here is a structure of composition C53H40AsCoF3N2O2Sb from OMol25. Energies are from the ωB97M-V functional and the def2-TZVPD basis.

Kohn-Sham gap (spin up / spin down) in eV: 6.7 / 6.9
F_max in Eh/bohr: 0.0111
HOMO energy (spin up / spin down) in eV: -10.068 / -10.416
Charge: +1
⟨S²⟩: 0.86
Relative energy (zero: lowest compared OMol25 entry of this formula, charge and spin) in kcal per mole: 0.0
2S+1: 2
Electronic energy in eV: -175834.9564

Structure (XYZ):
```
103
Properties=species:S:1:pos:R:3:forces:R:3
Co -0.615 -0.221 -0.044 -0.418 0.108 -0.320
C -0.910 -0.236 -3.145 0.027 -0.037 0.099
O -1.494 -0.495 -1.855 0.049 0.035 0.214
C -2.883 -0.527 -1.768 0.077 -0.024 -0.369
C -3.702 -0.676 -2.872 0.045 -0.008 -0.036
C -5.077 -0.725 -2.681 -0.031 0.001 0.015
C -5.610 -0.625 -1.405 0.025 0.000 0.037
C -4.774 -0.466 -0.309 -0.172 0.004 0.107
C -3.403 -0.412 -0.488 0.361 0.135 0.212
N -2.435 -0.214 0.547 -0.340 -0.373 -0.262
N -2.908 -0.217 1.729 -0.022 0.244 0.205
C -2.123 -0.045 2.794 -0.016 -0.096 0.377
C -0.698 0.112 2.744 -0.260 0.068 0.128
O -0.011 0.113 1.669 0.234 -0.256 -0.215
C 0.025 0.285 3.970 -0.044 0.031 -0.059
C -0.623 0.307 5.150 -0.039 -0.012 0.184
C -2.046 0.150 5.259 0.115 0.023 0.084
C -2.676 0.178 6.515 0.120 0.012 0.013
C -4.035 0.028 6.618 -0.111 -0.020 -0.038
C -4.794 -0.151 5.455 0.008 0.012 0.010
C -4.194 -0.177 4.216 -0.031 -0.036 -0.031
C -2.805 -0.031 4.094 0.105 0.022 -0.203
H -1.117 -1.062 -3.821 -0.013 -0.045 -0.015
H 0.163 -0.164 -2.991 0.021 -0.011 0.031
H -1.301 0.701 -3.542 -0.024 0.028 -0.002
H -3.290 -0.755 -3.868 -0.020 -0.003 0.028
H -5.726 -0.841 -3.539 0.006 0.001 0.029
H -6.682 -0.668 -1.261 0.033 0.010 0.008
H -5.169 -0.375 0.693 -0.021 -0.003 -0.037
H 1.099 0.399 3.903 -0.018 0.013 -0.052
H -0.053 0.442 6.065 -0.054 -0.008 -0.023
H -2.070 0.321 7.403 -0.004 -0.004 -0.029
H -4.517 0.050 7.586 0.004 -0.002 -0.030
H -5.868 -0.268 5.530 0.011 0.002 -0.009
H -4.788 -0.313 3.323 -0.011 -0.001 0.040
F 4.574 2.263 -5.543 -0.009 0.007 0.001
C 3.705 2.255 -4.522 0.042 -0.009 -0.044
C 4.172 1.973 -3.254 0.002 -0.021 0.112
C 3.266 1.959 -2.201 0.002 0.099 -0.028
C 1.915 2.229 -2.415 0.000 0.024 -0.075
C 1.484 2.523 -3.709 0.061 -0.072 0.005
C 2.378 2.537 -4.774 -0.150 0.029 0.041
Sb 0.517 2.080 -0.810 0.423 -0.097 -0.153
C -0.829 3.553 -1.489 -0.088 -0.017 0.011
C -0.376 4.780 -1.978 -0.092 -0.001 -0.009
C -1.275 5.721 -2.457 0.078 -0.005 0.005
C -2.623 5.411 -2.445 -0.021 0.041 -0.018
F -3.493 6.315 -2.915 0.008 -0.008 0.009
C -3.107 4.209 -1.972 -0.017 -0.080 0.029
C -2.196 3.277 -1.491 0.029 0.085 0.012
C 1.600 3.067 0.709 0.009 -0.067 0.080
C 1.332 4.375 1.104 0.083 -0.043 0.043
C 2.086 4.976 2.104 -0.080 0.028 -0.056
C 3.099 4.248 2.694 0.025 0.024 0.039
F 3.833 4.826 3.656 -0.005 -0.006 0.001
C 3.379 2.942 2.342 -0.004 -0.085 -0.041
C 2.613 2.349 1.349 -0.037 0.013 0.018
H 5.227 1.780 -3.104 -0.030 0.011 -0.003
H 3.635 1.760 -1.202 -0.012 -0.009 -0.016
H 0.442 2.762 -3.901 0.038 -0.014 0.003
H 2.060 2.771 -5.782 0.010 -0.008 0.032
H 0.685 5.007 -1.998 -0.022 -0.012 0.000
H -0.948 6.679 -2.840 -0.015 -0.027 0.008
H -4.172 4.016 -1.981 0.029 0.006 -0.004
H -2.569 2.331 -1.111 0.008 0.001 -0.003
H 0.530 4.939 0.643 0.008 0.004 -0.021
H 1.897 5.992 2.427 0.007 -0.029 -0.009
H 4.174 2.407 2.846 -0.021 0.015 -0.019
H 2.805 1.311 1.089 -0.003 0.026 0.007
C 0.882 -4.530 -4.326 0.020 0.016 0.016
C -0.305 -4.229 -3.670 0.007 0.025 0.013
C -0.275 -3.514 -2.482 0.066 -0.028 -0.037
C 0.942 -3.106 -1.936 -0.025 -0.066 0.016
C 2.129 -3.425 -2.585 0.012 -0.007 -0.057
C 2.095 -4.131 -3.783 -0.028 0.008 0.000
As 0.845 -2.179 -0.238 0.320 0.329 -0.150
C 2.672 -1.746 0.222 -0.005 -0.028 -0.005
C 3.141 -1.961 1.515 0.045 0.052 -0.029
C 4.420 -1.548 1.868 -0.025 0.003 -0.020
C 5.236 -0.927 0.932 -0.005 -0.005 -0.009
C 4.767 -0.704 -0.356 0.003 0.004 0.013
C 3.484 -1.101 -0.708 0.025 0.049 0.057
C 0.440 -3.640 0.948 -0.157 0.104 0.048
C -0.669 -3.552 1.781 0.045 -0.014 0.030
C -0.994 -4.616 2.615 0.005 0.024 -0.014
C -0.209 -5.759 2.610 0.036 0.005 -0.024
C 0.901 -5.845 1.774 -0.022 0.004 0.033
C 1.228 -4.787 0.941 -0.057 -0.063 0.061
H 0.862 -5.083 -5.257 0.002 0.007 0.020
H -1.253 -4.556 -4.080 0.029 0.012 0.014
H -1.203 -3.294 -1.966 -0.043 0.021 0.016
H 3.083 -3.134 -2.163 -0.045 -0.060 -0.023
H 3.021 -4.374 -4.287 -0.015 -0.002 0.010
H 2.511 -2.447 2.249 -0.007 -0.028 0.011
H 4.781 -1.719 2.874 -0.007 -0.004 -0.022
H 6.239 -0.623 1.204 -0.033 0.002 -0.006
H 5.401 -0.220 -1.089 -0.018 -0.018 0.018
H 3.121 -0.911 -1.712 0.017 0.049 0.007
H -1.280 -2.655 1.784 -0.011 -0.020 -0.002
H -1.858 -4.549 3.265 0.020 0.000 -0.012
H -0.462 -6.589 3.257 0.009 0.008 -0.013
H 1.509 -6.740 1.771 -0.012 0.010 0.006
H 2.089 -4.858 0.287 0.008 0.001 -0.016
```
Forces are in eV/Å.

Here is a cluster of 2 separate species, CH4BrP in total at a distorted geometry from OMol25. Energies are from the ωB97M-V functional and the def2-TZVPD basis.

Kohn-Sham gap in eV: 8.2
F_max in Eh/bohr: 0.0944
HOMO energy in eV: -9.324
Charge: 0
Relative energy (zero: lowest compared OMol25 entry of this formula, charge and spin) in kcal per mole: 81.7
Electronic energy in eV: -80429.7434

Structure (XYZ):
```
7
Properties=species:S:1:pos:R:3:forces:R:3
C 0.292 0.065 0.649 2.997 3.088 2.245
P -0.035 -0.783 -0.875 0.568 -1.512 -0.440
Br -2.216 -1.285 -0.939 -0.257 -0.029 0.426
H -0.182 0.956 1.114 -0.497 -1.160 -0.441
H 1.592 1.449 0.386 -2.060 -3.000 0.100
H 0.804 -0.614 1.429 -0.813 1.267 -1.299
H -0.255 0.212 -1.764 0.061 1.347 -0.591
```
Forces are in eV/Å.

Here is a structure of composition C4H9NS at a distorted geometry from OMol25. Energies are from the ωB97M-V functional and the def2-TZVPD basis.

Kohn-Sham gap in eV: 9.8
F_max in Eh/bohr: 0.1103
HOMO energy in eV: -9.003
Charge: 0
Relative energy (zero: lowest compared OMol25 entry of this formula, charge and spin) in kcal per mole: 116.0
Electronic energy in eV: -16614.4235

Structure (XYZ):
```
15
Properties=species:S:1:pos:R:3:forces:R:3
C 1.139 -0.593 -0.411 -1.331 0.509 -1.951
C 0.063 -0.155 0.577 -0.369 -1.622 -0.979
C -1.380 -0.702 0.214 1.770 -0.320 5.313
C -0.453 1.139 -0.001 0.364 5.662 0.033
H 3.358 -0.594 -0.600 -0.659 1.983 1.296
H 1.426 -1.658 -0.433 -0.600 0.455 -0.018
H 0.817 -0.134 -1.474 0.743 -1.861 2.028
H 0.556 -0.232 1.548 -0.908 0.031 0.317
H -1.884 -0.915 1.226 0.261 0.134 -1.539
H -1.441 -1.503 -0.395 0.042 -3.112 -1.782
H -2.746 0.760 0.242 4.127 0.200 -3.131
H 0.455 1.438 -0.831 -3.372 0.044 1.611
H -0.705 2.320 0.627 1.067 -3.919 -1.482
N -1.731 0.485 -0.437 -4.223 3.343 1.680
S 2.526 0.343 0.146 3.086 -1.526 -1.396
```
Forces are in eV/Å.

Here is an isolated molecule of C3H7OPS at a distorted geometry from OMol25. Energies are from the ωB97M-V functional and the def2-TZVPD basis.

Kohn-Sham gap in eV: 9.9
F_max in Eh/bohr: 0.0634
HOMO energy in eV: -8.990
Structure (SMILES): C[C@H]1COPS1
Charge: 0
Relative energy (zero: lowest compared OMol25 entry of this formula, charge and spin) in kcal per mole: 10.3
Electronic energy in eV: -25395.7236

Structure (XYZ):
```
13
Properties=species:S:1:pos:R:3:forces:R:3
C -1.618 0.290 0.560 1.642 2.099 -1.878
C -0.092 0.196 0.319 0.430 0.477 2.168
C 0.335 -0.986 -0.548 -0.426 -0.674 0.993
O 1.564 -0.738 -1.224 -0.512 -0.019 -0.563
P 2.228 0.742 -1.086 0.431 0.462 1.991
S 0.476 1.785 -0.502 -0.245 -1.124 0.115
H -2.083 0.853 -0.281 0.176 -0.492 0.544
H -1.795 0.818 1.460 -0.331 0.478 0.900
H -2.008 -0.657 0.597 -1.189 -2.372 0.259
H 0.400 0.020 1.376 -0.570 0.895 -2.007
H 0.574 -1.844 0.167 -0.827 0.770 -1.167
H -0.532 -1.178 -1.238 1.211 -0.288 0.191
H 2.552 0.700 0.402 0.209 -0.214 -1.547
```
Forces are in eV/Å.

Here is a cluster of 2 separate species, CHBrF2N2O2 in total at a distorted geometry from OMol25. Energies are from the ωB97M-V functional and the def2-TZVPD basis.

Kohn-Sham gap in eV: 10.8
F_max in Eh/bohr: 0.1149
HOMO energy in eV: -10.893
Structure (SMILES): O=[N+]([O-])F.F/N=C/Br
Charge: 0
Relative energy (zero: lowest compared OMol25 entry of this formula, charge and spin) in kcal per mole: 14.2
Electronic energy in eV: -83598.0868

Structure (XYZ):
```
9
Properties=species:S:1:pos:R:3:forces:R:3
O 0.511 -1.690 -0.547 -0.106 -1.104 -0.670
N 0.950 -1.117 0.357 -0.968 -4.439 0.575
O 1.364 -0.097 0.555 2.696 5.213 0.687
F 0.950 -1.867 1.635 -0.237 -0.590 -0.462
F -0.080 1.719 -2.065 0.554 0.713 0.490
N -0.723 0.785 -1.299 -0.584 -1.105 -1.622
C -0.698 0.922 -0.072 -1.804 1.385 2.432
Br -1.865 -0.396 0.784 0.356 0.879 -0.127
H -0.409 1.740 0.652 0.094 -0.952 -1.302
```
Forces are in eV/Å.

Here is a structure of composition CH15B3NO2Tl at a distorted geometry from OMol25. Energies are from the ωB97M-V functional and the def2-TZVPD basis.

Kohn-Sham gap in eV: 4.6
F_max in Eh/bohr: 0.0591
HOMO energy in eV: -9.891
Charge: 0
Relative energy (zero: lowest compared OMol25 entry of this formula, charge and spin) in kcal per mole: 26.4
Electronic energy in eV: -13574.0766

Structure (XYZ):
```
23
Properties=species:S:1:pos:R:3:forces:R:3
Tl -0.814 0.629 0.694 -0.190 0.607 0.334
B -1.499 3.310 1.418 0.118 -0.907 -0.678
H -0.528 3.667 0.776 0.726 0.212 -0.256
H -1.965 4.264 1.961 -0.055 0.406 0.203
H -2.271 2.848 0.618 -0.719 -0.260 -0.344
H -1.241 2.424 2.192 0.231 -0.248 0.784
B 0.011 2.172 -1.780 -0.633 2.875 -0.743
H -0.178 0.938 -1.712 0.196 -1.907 0.968
H 0.932 2.243 -0.977 1.150 -1.642 0.093
H 0.345 2.658 -2.799 0.188 0.478 -0.181
H -1.000 2.626 -1.332 -1.061 -0.374 -0.657
B 1.600 -0.427 -1.291 2.338 -0.025 0.142
H 0.441 -0.498 -1.674 -1.778 0.938 0.589
H 1.948 -1.421 -0.742 -0.394 -0.991 -0.472
H 2.431 -0.107 -2.087 0.520 0.128 -0.008
H 1.624 0.613 -0.656 -0.639 0.753 0.242
C 0.359 -3.925 1.589 -0.373 0.097 -0.099
N -0.344 -3.385 0.386 -0.695 -0.813 0.488
O -0.316 -4.082 -0.595 0.134 0.183 -0.384
O -0.967 -2.344 0.497 0.094 0.215 -0.044
H 0.205 -3.223 2.400 0.654 0.252 -0.113
H 1.353 -4.133 1.209 0.248 0.143 0.603
H -0.125 -4.847 1.905 -0.061 -0.120 -0.467
```
Forces are in eV/Å.

Here is a cluster of 3 separate species, CH3N2O2S in total at a distorted geometry from OMol25. Energies are from the ωB97M-V functional and the def2-TZVPD basis.

Kohn-Sham gap in eV: 8.5
F_max in Eh/bohr: 0.3354
HOMO energy in eV: -16.286
Charge: +1
Relative energy (zero: lowest compared OMol25 entry of this formula, charge and spin) in kcal per mole: 122.7
Electronic energy in eV: -18982.2422

Structure (XYZ):
```
9
Properties=species:S:1:pos:R:3:forces:R:3
C -0.407 1.407 0.551 -15.197 -8.134 0.537
N 0.528 1.959 0.753 12.674 8.732 -3.045
N -0.468 -1.632 -0.017 3.641 1.653 -2.377
O 1.899 -1.219 -1.173 0.260 -0.288 -0.490
O -1.456 0.700 0.689 4.404 3.245 -1.315
S 0.709 -0.644 -0.697 -1.597 -3.976 0.938
H 1.149 2.642 -0.477 -2.107 -2.137 4.426
H -1.118 -2.418 0.036 0.835 -0.666 -0.343
H -0.836 -0.796 0.336 -2.914 1.570 1.669
```
Forces are in eV/Å.

Question: Which formula does entry 1 have?
Answer: C3H5NO

Question: Which value of relative energy (zero: lowest compared OMol25 entry of this formula, charge and spin) does entry 4 give?
Answer: 116.0 kcal per mole

Question: Among the records above, which one has the highest F_max?
Answer: CH3N2O2S